(1)
{"formula": "C24H48O36S10", "method": "ωB97M-V/def2-TZVPD", "elements": ["C", "C", "O", "S", "O", "O", "O", "H", "H", "H", "H", "C", "C", "O", "S", "O", "O", "O", "H", "H", "H", "H", "C", "C", "O", "S", "O", "O", "O", "H", "H", "H", "H", "C", "C", "O", "S", "O", "O", "O", "H", "H", "H", "H", "C", "C", "O", "S", "O", "O", "O", "H", "H", "H", "H", "C", "C", "O", "S", "O", "O", "O", "H", "H", "H", "H", "C", "C", "O", "S", "O", "O", "O", "H", "H", "H", "H", "C", "C", "O", "S", "O", "O", "O", "H", "H", "H", "H", "C", "C", "C", "S", "O", "O", "C", "H", "H", "H", "H", "H", "H", "H", "H", "C", "C", "C", "S", "O", "O", "C", "H", "H", "H", "H", "H", "H", "H", "H"], "xyz": [[-1.1798, -6.0497, 4.2457], [-2.2962, -6.3900, 3.3080], [-3.3782, -5.4238, 3.5043], [-2.9955, -4.2073, 4.5710], [-4.0091, -3.9074, 5.6001], [-2.3043, -3.1325, 3.9107], [-1.8903, -5.2108, 5.2200], [-0.3868, -5.5878, 3.6576], [-0.7982, -6.8978, 4.8142], [-2.6445, -7.4064, 3.4917], [-2.0931, -6.2695, 2.2439], [-2.8768, 2.2096, -1.2848], [-3.5422, 1.5270, -0.0167], [-4.5202, 0.6382, -0.5065], [-4.8475, 0.7352, -2.1031], [-5.9325, 1.7197, -2.3528], [-5.0258, -0.5406, -2.7561], [-3.3177, 1.4080, -2.3686], [-1.8009, 2.2308, -1.1116], [-3.2044, 3.2157, -1.5466], [-4.0378, 2.1984, 0.6845], [-2.7931, 1.0567, 0.6202], [2.5784, 2.7647, 5.9460], [1.9910, 3.3381, 4.7134], [1.8668, 2.2907, 3.7880], [2.6516, 0.9107, 4.1916], [3.9264, 0.8295, 3.5258], [1.7244, -0.2330, 4.2806], [2.8713, 1.4295, 5.8149], [2.0210, 2.9017, 6.8727], [3.4967, 3.2881, 6.2123], [2.3666, 4.2772, 4.3071], [0.9497, 3.5385, 4.9656], [0.7762, 0.9096, -4.2252], [-0.7052, 1.2385, -3.9158], [-1.1485, 1.9114, -5.1073], [-0.0506, 2.0911, -6.2535], [0.8138, 3.2214, -5.9586], [-0.6636, 1.8546, -7.5938], [0.6865, 0.7409, -5.6321], [1.1715, -0.0376, -3.8583], [1.4301, 1.7564, -4.0168], [-0.9014, 1.9925, -3.1535], [-1.2186, 0.2916, -3.7491], [4.8603, -4.3729, 2.7912], [4.7963, -2.8861, 3.0385], [3.5255, -2.4341, 2.5677], [2.6339, -3.5654, 1.7383], [2.3440, -3.0763, 0.3953], [1.5444, -4.0823, 2.6190], [3.9096, -4.6015, 1.7102], [4.5393, -4.9649, 3.6483], [5.8646, -4.7201, 2.5484], [5.5951, -2.2669, 2.6304], [4.8137, -2.7448, 4.1191], [-3.0809, -1.9985, -4.8419], [-2.8608, -3.5372, -5.1481], [-1.6830, -3.7205, -5.8886], [-0.7539, -2.3521, -5.8570], [-0.1005, -2.2518, -7.1784], [0.0251, -2.2320, -4.6348], [-2.0289, -1.3351, -5.5904], [-3.1295, -1.7578, -3.7799], [-4.0598, -1.6986, -5.2160], [-3.5315, -3.9923, -5.8769], [-2.8231, -4.1141, -4.2241], [-0.5133, -1.1304, 1.9164], [0.2437, 0.0559, 1.4531], [-0.4909, 0.3659, 0.2391], [-0.8272, -1.0075, -0.6227], [0.2938, -1.5807, -1.3263], [-2.1550, -0.9763, -1.2065], [-1.0442, -1.7615, 0.8674], [-1.3099, -0.6780, 2.5070], [0.0661, -1.8262, 2.5232], [1.2251, -0.2385, 1.0813], [0.4316, 0.8767, 2.1453], [0.9289, -4.8634, -1.4672], [0.6135, -5.2020, -2.8792], [-0.8213, -5.1051, -2.9476], [-1.4203, -5.9008, -1.6881], [-1.6345, -7.3302, -1.8884], [-2.4494, -5.0899, -1.0637], [0.0166, -5.7503, -0.8634], [0.6923, -3.8085, -1.3279], [1.9407, -5.1730, -1.2058], [1.0750, -6.1552, -3.1372], [1.0689, -4.4378, -3.5090], [-0.5025, 6.4381, 1.0781], [-1.6758, 5.6310, 0.3613], [-2.6423, 5.0172, 1.4095], [-1.5424, 4.4142, 2.7191], [-1.0447, 3.1388, 2.2221], [-2.1291, 4.5060, 4.0377], [-0.2851, 5.8738, 2.5670], [-0.8336, 7.4722, 0.9836], [0.4080, 6.4291, 0.4790], [-1.3205, 4.9239, -0.3883], [-2.1491, 6.3005, -0.3570], [-3.3154, 4.2534, 1.0201], [-3.2533, 5.8356, 1.7904], [0.7025, 5.5945, 2.9340], [-0.6936, 6.6881, 3.1654], [3.0762, 5.0514, -0.7082], [1.7718, 4.1838, -0.3859], [2.1417, 2.7321, -0.3173], [3.6718, 2.4223, -1.3236], [3.3856, 1.5873, -2.4974], [4.6818, 2.0837, -0.3618], [3.7503, 4.2111, -1.8795], [3.8119, 5.0607, 0.0960], [2.8021, 6.0498, -1.0492], [1.1002, 4.4789, -1.1920], [1.3115, 4.4419, 0.5678], [1.4216, 2.0380, -0.7506], [2.4783, 2.4568, 0.6822], [3.0898, 4.3433, -2.7365], [4.6929, 4.5426, -2.3150]], "forces_ev_per_angstrom": [[-0.708, 0.905, 0.378], [-1.271, -0.042, -1.087], [-0.738, 1.290, 0.773], [0.650, -1.815, 1.084], [2.171, -1.141, -2.917], [-0.985, -0.754, 0.201], [0.968, 0.830, 0.674], [0.155, 0.665, 0.712], [-0.122, 0.168, -0.081], [-0.573, 0.243, 0.032], [0.511, -0.237, 0.137], [-1.346, -0.194, 1.002], [0.325, 1.358, -0.127], [-1.163, -1.179, -1.034], [-0.680, 2.399, 0.163], [3.055, -2.014, 0.885], [1.129, 1.545, 1.290], [-1.210, -1.243, -1.068], [0.049, -0.508, -0.614], [-0.161, 0.209, 0.644], [-0.196, 0.442, -0.418], [-0.091, -0.702, -0.578], [2.154, 1.681, 2.493], [-2.855, 0.481, 0.255], [0.888, -2.034, -1.433], [-0.865, -0.479, 2.639], [-1.632, 0.019, 0.604], [2.159, 2.848, -0.835], [-0.083, -2.462, -2.806], [-0.802, -0.121, -0.372], [0.442, 0.088, -0.311], [0.805, -0.495, -0.142], [-0.200, 0.418, -0.127], [-0.411, 0.611, -0.112], [1.003, 0.143, 0.015], [-1.458, 0.994, -0.839], [-0.194, -2.000, -0.484], [-1.362, -1.102, -0.860], [2.060, 0.757, 4.194], [0.743, 0.625, -2.590], [-0.272, 0.243, 0.287], [0.150, -0.247, 0.220], [0.342, -0.508, 0.368], [-0.521, 0.364, -0.248], [-0.702, -0.352, -0.312], [-0.240, 0.316, 1.050], [-1.446, -0.424, -0.880], [0.238, -0.036, 1.676], [0.571, -1.016, 2.705], [2.969, 1.398, -2.518], [-0.645, 0.024, -0.499], [-0.208, 0.184, 0.056], [-0.275, 0.015, -0.650], [-0.180, -0.233, -0.490], [-0.057, 0.260, 0.035], [-0.125, -1.314, -0.925], [-0.934, -0.021, 0.343], [2.804, 1.920, -0.056], [0.225, -0.064, -0.800], [-2.026, 0.061, 3.490], [-0.595, -0.627, -1.534], [0.546, -0.584, -0.561], [0.865, -0.038, -0.020], [0.298, 0.248, -0.435], [-0.977, 0.400, 0.666], [-0.007, 0.035, -0.065], [0.324, 1.335, 3.639], [2.015, -0.861, -1.797], [-0.312, 0.991, -2.150], [-1.144, -1.155, 3.594], [-1.197, 1.334, 0.682], [2.405, 0.610, 0.395], [-0.934, -2.040, -4.751], [-0.411, -0.546, 0.445], [0.027, 0.161, 0.099], [0.396, -0.100, 0.132], [-1.059, 0.208, -0.363], [-0.472, -0.210, -1.014], [1.761, 1.256, -1.233], [-0.364, -0.997, -0.217], [0.800, -0.271, 1.634], [0.360, 2.630, -0.002], [1.387, -1.186, -1.202], [-2.160, -1.039, 1.686], [0.209, -0.184, 0.662], [-0.169, 0.293, 0.221], [-0.822, -0.360, -0.203], [-0.607, -0.008, -0.465], [-0.317, -1.356, -0.169], [0.623, 0.013, -0.400], [0.680, 1.235, -0.551], [0.152, 0.931, -0.280], [0.288, 0.832, 0.408], [0.276, -0.244, -0.592], [-1.917, 0.339, -1.688], [0.120, 0.103, 1.056], [-0.027, -0.401, 0.063], [0.469, -0.739, 0.667], [-0.602, 0.392, 0.596], [0.366, -0.189, 0.204], [-0.010, -0.122, 0.407], [-0.091, -0.122, -0.474], [-0.015, -0.561, 0.656], [0.426, -2.211, -0.670], [1.161, 1.475, -0.070], [0.877, -0.932, -0.961], [-1.799, 1.305, -1.306], [0.557, 0.847, 1.572], [0.574, -0.017, -0.283], [-0.887, 0.518, 0.309], [-0.323, 0.322, 0.313], [0.185, -0.068, 0.123], [-0.320, -0.548, 0.003], [0.004, 0.246, -0.101], [-0.199, 0.030, 0.407], [-0.317, -0.177, -0.011], [-0.338, -0.720, -0.089], [0.409, -0.236, 0.827]], "smiles": "O=S1(=O)CCCC1.O=S1(=O)CCCC1.O=S1(=O)OCCO1.O=S1(=O)OCCO1.O=S1(=O)OCCO1.O=S1(=O)OCCO1.O=S1(=O)OCCO1.O=S1(=O)OCCO1.O=S1(=O)OCCO1.O=S1(=O)OCCO1", "e_lumo_ev": -0.27, "e_homo_ev": -10.582, "homo_lumo_gap_ev": 10.31}

=====

(2)
{"formula": "C28H29FNOV", "method": "ωB97M-V/def2-TZVPD", "elements": ["C", "C", "C", "H", "C", "C", "H", "C", "C", "C", "H", "C", "C", "H", "H", "H", "H", "H", "H", "V", "C", "C", "C", "H", "H", "H", "H", "H", "H", "C", "C", "H", "H", "O", "N", "C", "H", "C", "C", "H", "C", "H", "C", "H", "C", "H", "C", "H", "H", "H", "F", "C", "C", "C", "C", "C", "C", "H", "H", "H", "H"], "xyz": [[0.9267, 2.6219, 1.3763], [-0.3822, 2.0479, 1.6398], [-0.1862, 0.6595, 1.9290], [-1.3322, 2.5791, 1.7349], [1.2030, 0.3756, 1.8571], [1.8847, 1.5661, 1.5073], [1.6632, -0.5792, 2.0778], [-0.3518, 2.8685, -2.2219], [-0.9945, 3.1418, -0.9727], [-1.8784, 2.0439, -0.6817], [-0.9148, 4.0461, -0.3834], [-1.6751, 1.0596, -1.7159], [-0.7590, 1.5954, -2.6913], [-0.9670, -0.0321, 2.2263], [2.9639, 1.6495, 1.3692], [1.1426, 3.6853, 1.2291], [-0.5000, 1.1309, -3.6512], [-2.6865, 2.0044, 0.0623], [0.3273, 3.5482, -2.7202], [0.1796, 1.4417, -0.4344], [-2.0393, -0.3930, -1.5023], [-1.9845, -1.1262, -2.8560], [-3.4330, -0.4809, -0.8714], [-2.5972, -0.5570, -3.5840], [-2.3893, -2.1436, -2.7409], [-0.9540, -1.1962, -3.2372], [-4.1199, 0.1378, -1.4625], [-3.4331, -0.1130, 0.1657], [-3.7777, -1.5243, -0.8565], [-0.9942, -0.8664, -0.4417], [-0.1053, -1.9925, -0.8297], [-1.4098, -1.0056, 0.5659], [-0.1671, -0.0982, -0.3574], [0.9196, -1.6327, -1.4491], [-0.3416, -3.2361, -0.2632], [0.3340, -3.3634, 1.0571], [-0.1652, -4.0009, -0.9116], [-0.5248, -2.9443, 2.2120], [0.2164, -2.6880, 3.3607], [1.2994, -2.8024, 3.2997], [-0.4126, -2.2133, 4.4907], [0.1921, -1.9276, 5.3425], [-1.8043, -2.0810, 4.4923], [-2.3041, -1.7360, 5.3976], [-2.5493, -2.3806, 3.3489], [-3.6295, -2.2731, 3.3506], [-1.9114, -2.7939, 2.1711], [-2.4575, -2.9722, 1.2417], [1.2607, -2.7336, 1.0854], [0.6713, -4.4026, 1.1391], [6.0011, 2.1496, -3.0336], [4.7443, 1.9698, -2.5096], [4.1058, 3.0634, -1.9342], [2.8257, 2.8596, -1.3970], [2.2456, 1.6016, -1.4136], [2.8854, 0.5450, -2.0438], [4.1832, 0.6969, -2.5602], [4.5717, 4.0457, -1.8947], [2.2758, 3.7024, -0.9772], [2.3833, -0.4077, -2.1401], [4.7258, -0.1399, -2.9900]], "forces_ev_per_angstrom": [[-0.444, -0.634, 0.588], [1.148, -0.238, 1.351], [0.121, 1.047, 0.375], [0.548, -0.182, -0.087], [0.280, 0.778, -0.026], [-0.156, -0.096, 0.953], [0.012, 0.042, -0.198], [-0.524, 0.243, 0.373], [-1.282, 0.046, -1.144], [-0.642, 0.196, -1.071], [0.044, -0.035, -0.173], [0.260, 1.151, -0.002], [-0.635, -0.265, 0.765], [0.124, 0.131, -0.026], [-0.488, 0.020, -0.090], [-0.094, -0.551, -0.088], [0.229, 0.142, 0.757], [0.783, -0.016, -0.229], [0.046, -0.227, 0.097], [1.820, 3.652, -1.436], [0.047, 0.373, -0.006], [-0.151, -0.009, 0.212], [-0.133, -0.134, -0.163], [0.272, -0.425, 0.315], [0.088, 0.184, -0.175], [-0.361, 0.088, 0.127], [-0.074, -0.249, 0.151], [0.031, -0.047, -0.362], [-0.041, 0.176, 0.003], [0.105, -0.622, -0.002], [2.384, 2.731, -0.931], [-0.092, -0.024, -0.702], [-1.451, -3.168, 0.065], [-2.179, -2.565, 0.523], [-0.171, -1.389, 0.092], [0.261, 0.154, -1.171], [0.529, 0.272, 0.357], [0.230, -0.308, -0.065], [-0.334, 0.255, -0.078], [-0.238, 0.105, 0.206], [-0.256, -0.064, 0.101], [-0.197, -0.036, 0.127], [-0.051, -0.018, 0.037], [0.062, -0.024, -0.268], [0.278, -0.026, -0.165], [0.092, 0.050, 0.090], [0.374, -0.018, 0.608], [0.196, 0.004, 0.364], [-0.620, -0.489, -0.212], [-0.187, 0.105, 0.168], [0.091, 0.028, 0.003], [-0.085, -0.154, 0.273], [-0.303, -0.113, -0.069], [1.044, -0.230, -0.449], [-1.853, -0.493, 0.687], [1.165, 0.309, -0.284], [-0.310, 0.539, 0.012], [0.137, -0.183, -0.182], [0.225, -0.004, 0.096], [0.266, 0.047, 0.079], [0.062, 0.168, -0.101]], "total_charge": -1, "e_lumo_ev": [2.70, 2.72], "e_homo_ev": [-1.455, -3.976], "s_squared": 3.774, "homo_lumo_gap_ev": [4.15, 6.70], "relative_energy_ev": 1.216, "spin_multiplicity": 4}

=====

(3)
{"formula": "C5H11O2S", "method": "ωB97M-V/def2-TZVPD", "elements": ["C", "C", "C", "S", "H", "H", "H", "H", "H", "H", "H", "H", "C", "C", "O", "O", "H", "H", "H"], "xyz": [[-0.1083, -2.0598, -0.0443], [-1.2556, -1.3913, 0.6577], [1.9958, -0.0727, 0.8728], [1.3463, -1.8192, 1.0231], [-0.2700, -3.2296, -0.2387], [-0.1199, -1.4849, -1.0206], [-1.0925, -0.3293, 0.8551], [-1.6162, -1.5601, 1.7274], [2.5541, 0.0672, 1.8219], [2.6328, -0.0176, -0.0768], [1.2282, 0.7131, 0.8567], [-2.0735, -1.4648, 0.0419], [-1.0835, 1.4309, -2.2801], [-0.7830, 1.8916, -0.7153], [-1.6409, 1.4395, 0.0966], [0.1684, 2.7479, -0.5389], [-0.1782, 0.9462, -2.6903], [-1.4507, 2.3061, -2.7717], [-1.9675, 0.8701, -2.2802]], "forces_ev_per_angstrom": [[-0.524, -0.523, -0.140], [-0.094, 0.715, 3.054], [0.052, -0.510, -0.945], [1.027, 0.003, -0.106], [0.599, 2.573, 0.457], [0.787, -1.006, 0.780], [0.361, 0.026, -1.043], [0.862, -1.356, -1.141], [0.013, -0.196, -0.810], [-0.740, 0.152, 1.599], [-0.020, -0.377, -0.212], [-2.331, 0.104, -1.387], [1.567, 0.874, 2.330], [-0.149, 1.340, -0.853], [1.280, 0.819, -0.555], [-1.828, -2.261, -0.280], [-0.680, 0.398, -0.203], [0.714, 0.970, -0.733], [-0.896, -1.745, 0.188]], "total_charge": -1, "e_lumo_ev": 3.27, "e_homo_ev": -4.259, "homo_lumo_gap_ev": 7.53, "relative_energy_ev": 1.645}

=====

no.,molecular weight (g/mol)
1,1233.3
2,465.5
3,135.2